1.
95
Properties=species:S:1:pos:R:3:forces:R:3:mulliken_spin:R:1 method="wB97M-V/def2-TZVPD" total_charge=+3 e_homo_ev="-17.10 / -17.60" orbital_gap_ev="6.4 / 7.3" e_above_lowest_kcal_mol=106.5 lumo_energy_ev="-10.7289 / -10.3139" s_squared=3.945 spin_multiplicity=4 total_energy_ev=-91952.754
C 0.870 3.103 0.186 0.1 -0.3 -0.6 0.018
C -0.103 1.868 1.901 1.9 0.2 -0.2 0.066
C 1.249 4.105 1.075 -0.1 -0.2 0.2 -0.011
C 0.431 2.734 2.867 -0.7 -0.5 -0.1 0.009
C 1.107 3.874 2.441 0.4 -0.3 -0.7 0.014
H 1.679 5.017 0.682 -0.1 0.1 0.1 0.000
H 0.273 2.518 3.923 -0.3 0.3 -0.2 0.008
H 1.489 4.589 3.146 0.1 0.2 0.3 0.000
N 0.421 1.907 0.630 -1.4 0.9 0.1 -0.081
P 1.068 1.774 -2.293 -0.1 0.6 -0.5 -0.031
P -1.429 -1.057 2.817 -0.9 1.2 -0.3 0.443
C 0.808 3.326 -1.314 0.0 0.2 0.0 -0.014
H -0.183 3.726 -1.605 0.3 -0.2 0.5 0.001
H 1.542 4.090 -1.601 -0.2 -0.2 0.0 -0.004
C -0.417 -1.318 -1.227 -3.3 -6.3 -1.4 -0.139
O -0.948 -2.350 -1.392 2.4 4.5 0.4 -0.013
C -1.335 1.093 2.082 1.0 -2.4 2.9 0.236
H -1.880 1.422 2.972 0.2 0.1 -0.6 -0.037
C -2.951 -1.157 3.916 -0.4 0.3 0.7 0.130
C -0.275 -2.527 2.866 1.2 -0.4 -0.2 0.156
C -0.115 1.670 -3.795 -0.1 0.0 0.1 -0.053
C 2.864 2.094 -2.794 0.4 -0.5 0.1 -0.021
C -4.093 -1.693 3.029 0.1 -0.2 -0.2 0.035
H -3.977 -2.765 2.830 0.0 0.2 0.0 0.002
H -5.048 -1.551 3.554 0.2 0.0 -0.1 0.008
H -4.141 -1.177 2.063 -0.1 -0.1 0.2 0.007
C -2.735 -2.052 5.148 0.3 -0.3 0.1 -0.002
H -2.489 -3.087 4.911 -0.1 0.2 0.2 0.007
H -1.948 -1.628 5.783 -0.2 -0.2 0.0 -0.006
H -3.669 -2.049 5.730 0.2 0.0 -0.2 0.003
C -3.331 0.203 4.551 0.3 0.4 0.0 0.047
H -4.376 0.130 4.892 0.4 0.0 0.0 -0.002
H -2.694 0.414 5.425 -0.2 -0.1 -0.3 -0.006
H -3.280 1.070 3.891 -0.2 -0.4 0.3 -0.002
C -1.016 -3.874 2.807 -0.6 0.1 -0.1 0.024
H -1.343 -4.069 1.777 0.1 0.0 0.3 -0.007
H -0.322 -4.681 3.096 -0.1 0.4 0.0 0.002
H -1.901 -3.931 3.443 0.3 -0.1 -0.1 0.006
C 0.729 -2.567 1.701 -0.1 0.3 -0.2 -0.004
H 0.248 -2.797 0.745 0.0 -0.1 0.3 0.008
H 1.257 -1.621 1.590 0.1 0.0 0.2 0.017
H 1.479 -3.354 1.895 -0.4 0.3 0.0 -0.005
C 0.527 -2.263 4.154 0.0 0.0 0.4 0.044
H -0.091 -2.321 5.056 0.2 -0.1 -0.2 -0.001
H 1.348 -2.989 4.242 -0.3 0.1 0.0 0.019
H 0.966 -1.255 4.114 0.1 -0.2 0.1 -0.002
C 3.390 0.861 -3.536 0.2 -0.1 -0.2 -0.019
H 4.450 1.032 -3.784 -0.3 -0.1 0.0 0.000
H 3.322 -0.047 -2.923 0.1 0.2 -0.2 0.003
H 2.851 0.686 -4.479 0.2 0.1 0.3 -0.001
C 3.701 2.329 -1.518 -0.1 -0.1 0.1 -0.006
H 3.483 3.300 -1.055 0.1 -0.2 -0.1 0.000
H 3.548 1.544 -0.770 0.1 0.3 -0.3 0.003
H 4.766 2.331 -1.797 -0.3 0.0 0.1 0.000
C 3.073 3.339 -3.682 -0.2 0.0 -0.2 -0.005
H 4.160 3.510 -3.746 -0.3 -0.1 0.1 -0.003
H 2.711 3.202 -4.705 0.2 0.1 0.4 -0.001
H 2.623 4.248 -3.266 0.1 -0.1 -0.1 0.001
C -1.486 2.196 -3.338 -0.2 0.0 0.1 -0.002
H -1.513 3.298 -3.328 0.0 -0.4 0.0 0.001
H -2.256 1.853 -4.051 0.3 0.2 0.2 0.001
H -1.770 1.811 -2.344 0.1 0.1 -0.4 -0.006
C -0.246 0.200 -4.224 0.2 -0.2 0.0 -0.027
H -0.519 -0.472 -3.400 -0.1 0.2 -0.3 0.010
H -1.026 0.137 -4.997 0.2 0.0 0.3 0.001
H 0.682 -0.169 -4.680 -0.2 0.0 0.1 0.001
C 0.346 2.455 -5.030 0.1 0.2 -0.2 -0.003
H 0.543 3.513 -4.818 -0.1 -0.3 -0.1 0.000
H 1.226 2.000 -5.507 -0.3 0.2 0.2 -0.001
H -0.466 2.420 -5.775 0.2 0.0 0.3 -0.001
Mn 0.210 0.262 -0.549 0.3 2.3 0.1 2.354
N -1.610 0.345 -0.195 1.1 0.5 1.3 0.042
C -2.090 0.868 0.875 -2.2 0.2 -2.9 -0.226
C -3.494 1.537 0.678 0.0 -0.2 0.6 0.056
C -4.335 1.866 1.899 -0.4 0.0 0.5 0.011
C -3.190 2.904 0.061 0.3 0.4 -0.5 -0.001
C -4.332 0.614 -0.194 0.1 -0.2 -0.5 -0.016
H -4.703 0.980 2.417 0.1 0.1 0.0 -0.001
H -3.857 2.556 2.602 0.0 -0.1 0.0 0.001
H -5.228 2.391 1.532 0.2 -0.2 0.1 -0.001
H -2.981 2.815 -1.003 0.1 0.1 0.0 -0.004
H -4.038 3.591 0.195 0.2 -0.3 -0.1 0.001
H -2.323 3.376 0.551 -0.1 0.0 -0.1 0.000
H -5.101 1.187 -0.716 0.0 -0.2 0.1 0.001
H -3.705 0.081 -0.916 -0.3 0.3 -0.1 -0.001
H -4.802 -0.149 0.433 -0.1 0.2 -0.2 0.000
N 3.002 -0.263 0.378 -0.6 -0.9 -0.4 0.042
C 4.057 -1.095 0.223 -0.6 0.3 -0.2 0.019
C 3.740 -1.979 -0.788 -0.6 0.0 -0.3 0.003
C 2.446 -1.646 -1.220 0.4 0.5 1.1 0.029
N 1.958 -0.615 -0.469 2.2 -0.3 0.0 -0.131
H 2.897 0.471 1.071 -0.1 -0.2 -0.2 0.011
H 4.949 -1.004 0.825 -0.1 0.1 0.0 0.000
H 4.342 -2.776 -1.186 0.1 0.0 0.0 0.001
H 1.882 -2.110 -2.031 0.1 0.3 0.4 -0.001

***

2.
101
Properties=species:S:1:pos:R:3:forces:R:3:lowdin_charge:R:1 method="wB97M-V/def2-TZVPD" e_homo_ev=-8.79 orbital_gap_ev=8.6 lumo_energy_ev=-0.2091 spin_multiplicity=1 total_energy_ev=-65466.522
C 4.483 0.463 4.691 -0.7 -0.6 -0.6 0.149
C 3.401 0.133 4.290 1.0 0.8 0.5 -0.138
C 2.080 -0.097 3.804 -0.8 -0.9 -0.7 -0.111
C 1.896 0.014 2.265 1.6 1.2 0.1 -0.424
O 1.806 -1.183 1.577 -0.4 -0.3 -0.1 -0.051
C 2.958 -2.011 1.641 0.1 -0.2 -0.2 -0.135
C 3.824 -2.066 0.390 -0.6 -0.3 -0.1 -0.328
C 3.019 -2.005 -0.894 0.7 0.5 -0.1 -0.041
C 4.606 -3.367 0.472 0.4 0.4 -0.2 -0.152
C 5.901 -3.437 -0.317 0.3 0.0 -0.2 -0.416
C 6.820 -2.268 -0.060 -0.3 -0.1 0.1 -0.073
C 5.717 -3.643 -1.810 -0.4 0.1 0.1 -0.065
C 3.021 0.871 1.673 -0.6 0.3 -0.8 -0.075
C 2.450 1.293 0.321 1.3 -0.8 0.6 -0.147
N 0.969 1.408 0.506 -0.5 0.8 -1.4 -0.224
C 0.165 0.799 -0.641 0.1 -0.8 0.5 -0.096
C -0.583 -0.501 -0.383 -0.4 0.2 -0.3 -0.151
C -0.520 -1.534 -1.501 -0.1 -0.7 0.7 -0.238
N -0.113 -2.829 -0.939 0.6 0.4 0.0 0.021
P 0.768 3.292 0.451 0.6 0.7 1.6 1.078
C 1.148 3.772 -1.252 0.2 -1.1 0.2 -0.245
C -1.006 3.660 0.618 -0.3 -0.2 -1.0 -0.373
C -1.710 3.974 -0.688 -0.1 0.0 0.1 -0.144
C 0.763 0.965 1.934 -0.7 0.0 0.8 -0.219
C -0.646 0.709 2.475 0.2 -0.9 -1.0 -0.116
C -0.870 -0.654 3.100 -1.1 0.3 0.4 -0.178
C -2.329 -0.820 3.527 0.3 -0.5 -0.2 -0.172
C -3.155 -1.654 2.561 -0.3 0.6 0.1 -0.204
C -4.121 -0.857 1.717 -0.1 -0.4 0.2 -0.214
C -5.030 -1.774 0.924 1.1 0.1 -0.4 -0.193
C -4.280 -2.390 -0.270 -0.3 0.0 0.8 -0.229
C -3.867 -3.832 -0.030 0.1 0.4 -0.4 -0.094
H 5.507 0.575 4.853 0.8 0.3 0.5 0.025
H 1.778 -1.089 4.087 -0.2 -0.6 0.2 0.130
H 1.378 0.558 4.279 -0.3 0.5 0.5 0.126
H 3.599 -1.741 2.467 0.2 0.2 0.5 0.125
H 2.622 -3.011 1.841 -0.5 -0.5 0.1 0.135
H 4.501 -1.232 0.390 0.4 0.5 0.1 0.104
H 2.202 -1.318 -0.810 -0.6 0.1 0.0 0.038
H 3.657 -1.636 -1.677 0.3 0.2 -0.5 0.082
H 2.673 -2.966 -1.211 -0.5 -0.6 0.0 0.073
H 4.827 -3.598 1.504 0.1 0.0 0.5 0.120
H 3.966 -4.145 0.099 -0.5 -0.6 0.0 0.117
H 6.422 -4.306 0.045 0.2 -0.6 0.3 0.126
H 7.003 -2.153 0.992 0.2 0.2 0.6 0.079
H 6.386 -1.361 -0.438 -0.1 0.6 -0.2 0.068
H 7.761 -2.406 -0.552 0.6 -0.1 -0.3 0.079
H 6.441 -4.323 -2.208 0.6 -0.4 -0.3 0.074
H 5.783 -2.723 -2.358 0.1 0.6 -0.3 0.072
H 4.747 -4.045 -2.031 -0.6 -0.4 -0.1 0.066
H 3.147 1.793 2.205 0.1 0.3 0.9 0.124
H 3.984 0.414 1.595 0.5 -0.4 -0.1 0.119
H 2.751 0.606 -0.443 -0.5 -0.5 -0.5 0.113
H 2.927 2.223 0.095 -0.2 0.8 -0.4 0.086
H -0.547 1.516 -0.986 -0.4 0.7 0.0 0.087
H 0.841 0.662 -1.459 0.7 0.0 -0.3 0.115
H -0.328 -0.982 0.537 0.5 -0.2 0.4 0.079
H -1.620 -0.233 -0.307 -0.6 0.2 0.3 0.092
H -1.513 -1.643 -1.897 -0.5 0.3 -0.7 0.100
H 0.146 -1.235 -2.290 0.4 0.0 -0.4 0.108
H 0.003 -3.517 -1.665 -0.2 -0.2 -0.1 0.074
H -0.839 -3.133 -0.313 -0.2 -0.3 0.1 0.048
H 0.935 4.819 -1.348 -0.3 0.5 0.0 0.056
H 0.644 3.195 -2.006 -0.4 0.0 -0.4 0.054
H 2.203 3.644 -1.393 0.6 0.0 -0.1 0.033
H -1.049 4.551 1.218 0.2 0.4 0.6 0.075
H -1.549 2.912 1.167 -0.1 -0.5 0.4 0.067
H -1.225 4.790 -1.183 0.2 0.5 -0.4 0.063
H -2.718 4.290 -0.518 -0.7 0.1 0.2 0.084
H -1.782 3.146 -1.365 0.0 -0.5 -0.3 0.041
H 1.088 1.838 2.469 0.2 0.6 0.3 0.113
H -0.915 1.454 3.199 0.0 0.5 0.4 0.125
H -1.342 0.814 1.663 -0.5 0.1 -0.4 0.092
H -0.660 -1.469 2.436 0.6 -0.3 -0.4 0.099
H -0.286 -0.772 3.986 0.6 -0.1 0.4 0.092
H -2.357 -1.326 4.473 0.1 -0.2 0.6 0.105
H -2.789 0.135 3.704 -0.3 0.6 0.0 0.109
H -2.517 -2.245 1.927 0.4 -0.4 -0.3 0.096
H -3.753 -2.337 3.137 -0.3 -0.6 0.3 0.111
H -4.715 -0.241 2.372 -0.2 0.4 0.3 0.112
H -3.572 -0.215 1.049 0.1 0.6 -0.4 0.096
H -5.295 -2.595 1.567 -0.8 -0.2 0.4 0.101
H -5.882 -1.215 0.593 -0.7 0.1 -0.1 0.106
H -4.911 -2.301 -1.126 -0.2 -0.1 -0.8 0.103
H -3.407 -1.790 -0.456 0.5 0.4 -0.2 0.071
H -2.940 -4.042 -0.537 0.3 -0.3 -0.4 0.050
H -3.701 -4.022 1.012 0.1 -0.2 0.7 0.058
H -4.616 -4.508 -0.390 -0.4 -0.5 -0.1 0.071
B -4.678 4.116 -4.637 -0.1 0.1 -0.2 -0.867
O -4.083 3.729 -3.327 -0.1 0.0 -0.2 0.223
C -4.042 2.421 -3.230 0.2 0.1 0.4 -0.390
O -3.598 1.824 -2.280 0.0 -0.3 -0.2 0.098
C -4.635 1.826 -4.536 0.0 -0.1 -0.1 -0.399
O -4.740 0.664 -4.794 0.1 -0.2 0.2 0.144
O -4.985 2.833 -5.310 0.1 0.2 0.3 0.237
O -5.881 4.939 -4.454 0.3 0.0 -0.1 0.229
C -5.706 6.114 -5.057 -0.1 -0.2 0.1 -0.387
O -6.491 7.010 -5.094 -0.1 0.1 0.0 0.157
C -4.294 6.107 -5.693 0.1 -0.1 0.0 -0.389
O -3.793 6.996 -6.309 0.0 0.1 -0.1 0.154
O -3.737 4.929 -5.422 -0.2 0.0 0.1 0.224